1.
{
  "formula": "C67H165N7O15",
  "method": "ωB97M-V/def2-TZVPD",
  "symbols": ["O", "O", "O", "O", "O", "O", "O", "O", "O", "O", "O", "O", "O", "O", "O", "N", "N", "N", "N", "N", "N", "N", "C", "C", "C", "C", "C", "C", "C", "C", "C", "C", "C", "C", "C", "C", "C", "C", "C", "C", "C", "C", "C", "C", "C", "C", "C", "C", "C", "C", "C", "C", "C", "C", "C", "C", "C", "C", "C", "C", "C", "C", "C", "C", "C", "C", "C", "C", "C", "C", "C", "C", "C", "C", "C", "C", "C", "C", "C", "C", "C", "C", "C", "C", "C", "C", "C", "C", "C", "H", "H", "H", "H", "H", "H", "H", "H", "H", "H", "H", "H", "H", "H", "H", "H", "H", "H", "H", "H", "H", "H", "H", "H", "H", "H", "H", "H", "H", "H", "H", "H", "H", "H", "H", "H", "H", "H", "H", "H", "H", "H", "H", "H", "H", "H", "H", "H", "H", "H", "H", "H", "H", "H", "H", "H", "H", "H", "H", "H", "H", "H", "H", "H", "H", "H", "H", "H", "H", "H", "H", "H", "H", "H", "H", "H", "H", "H", "H", "H", "H", "H", "H", "H", "H", "H", "H", "H", "H", "H", "H", "H", "H", "H", "H", "H", "H", "H", "H", "H", "H", "H", "H", "H", "H", "H", "H", "H", "H", "H", "H", "H", "H", "H", "H", "H", "H", "H", "H", "H", "H", "H", "H", "H", "H", "H", "H", "H", "H", "H", "H", "H", "H", "H", "H", "H", "H", "H", "H", "H", "H", "H", "H", "H", "H", "H", "H", "H", "H", "H", "H", "H", "H", "H", "H", "H", "H", "H", "H", "H", "H", "H", "H", "H", "H"],
  "xyz": [[-5.530, 4.408, 5.430], [-3.396, -4.461, 4.906], [1.875, -0.459, 0.465], [-0.643, 2.127, 6.855], [2.919, 1.802, 5.592], [2.633, -0.364, -4.116], [1.253, -8.042, 0.722], [2.875, 5.848, -0.855], [-2.659, -5.340, -3.177], [-3.127, -2.674, -4.102], [-2.972, 4.779, -0.968], [3.846, 0.168, -1.479], [-3.262, 0.772, -4.604], [1.299, -3.569, 3.565], [1.018, 3.770, 5.141], [3.634, 3.236, -1.872], [-4.592, 3.340, -3.924], [-4.319, -1.906, -4.285], [1.863, 3.401, 8.574], [3.434, -0.855, -5.158], [0.643, -5.297, 1.141], [0.922, 0.570, 0.417], [-1.907, 1.002, -4.314], [-0.736, -1.240, 0.861], [-0.088, 2.435, 1.708], [-0.356, 0.037, 0.031], [2.271, -7.093, 0.481], [-5.007, -1.710, -3.014], [5.090, -0.412, -1.314], [-6.253, -1.436, -5.700], [-0.534, -4.539, -3.270], [-1.720, -4.323, -1.055], [-1.542, 2.349, -5.049], [-4.420, 4.812, 3.243], [2.072, -2.619, 5.634], [2.666, 7.180, -0.498], [1.180, 2.104, 8.727], [1.674, -5.690, 0.218], [2.140, -5.140, 5.217], [-4.878, 2.465, -1.646], [2.023, 5.550, 4.050], [-4.081, -1.003, -2.024], [-3.364, 3.798, 5.313], [3.705, 0.256, -6.038], [4.884, -1.955, -1.507], [1.243, 3.494, -1.744], [-4.563, 3.880, 4.485], [0.518, 6.002, 5.938], [-0.999, -0.121, -4.804], [-3.204, -3.195, 4.168], [-6.195, -0.745, -3.283], [4.040, -1.543, -7.765], [4.306, 1.752, 6.206], [3.895, -2.632, -6.784], [5.629, -0.051, 0.070], [2.232, -3.753, 4.627], [-1.482, -5.199, -2.325], [-4.548, 3.686, -2.499], [-5.498, -3.862, -5.339], [-0.205, -0.419, -1.413], [2.494, 0.989, -6.552], [-3.063, -3.339, 2.698], [2.723, -4.570, 0.325], [0.991, 1.399, 1.645], [-4.119, -2.383, -6.661], [-1.447, 1.080, 0.054], [2.939, -2.157, -5.667], [-5.100, -2.363, -5.459], [1.251, 1.585, 10.151], [-5.617, -3.062, -2.425], [5.170, 2.859, 5.764], [-0.284, 2.106, 8.255], [-0.206, 0.915, 6.193], [2.318, 2.184, 1.614], [-1.577, 4.948, -0.675], [4.584, 1.218, -5.205], [3.126, -3.131, -4.542], [1.007, 0.517, 2.922], [2.647, 5.499, -2.213], [0.601, -8.590, -0.425], [-7.131, -1.226, -4.462], [-3.131, 4.271, -2.315], [0.751, 5.110, 4.757], [2.543, 4.014, -2.360], [1.431, -2.191, -6.097], [4.606, -0.273, -7.160], [4.925, 0.332, 5.838], [-1.447, 1.866, 1.374], [-1.989, -2.497, 4.690], [-0.025, 2.844, 2.749], [0.187, 0.397, -1.964], [1.630, 1.304, 8.137], [-4.826, -0.623, -1.300], [-6.746, -0.627, -2.384], [-4.344, 2.366, -4.075], [5.282, 0.278, 4.807], [4.498, 3.555, -2.255], [1.781, 0.385, -7.164], [-0.919, -4.377, -0.281], [5.239, 3.140, 4.752], [-3.649, 4.312, 2.642], [3.548, -3.572, -7.232], [3.196, -3.578, 4.219], [0.785, -1.774, -5.327], [-4.069, -2.583, 4.363], [-0.009, -2.009, 0.770], [4.198, 1.691, 7.287], [4.668, -1.924, -8.607], [5.594, -0.624, -6.726], [0.048, 0.068, 3.123], [-3.372, -3.539, -3.742], [-4.260, 1.659, -2.074], [-5.515, 3.543, -4.237], [-5.956, 2.175, -1.691], [0.269, 3.324, 1.125], [1.264, -1.580, -6.980], [-2.151, -2.062, 5.627], [-5.604, -4.270, -6.320], [2.677, 2.763, 5.643], [1.872, -0.152, 2.773], [3.651, 3.399, -0.868], [-1.121, -0.118, -5.906], [0.896, -4.721, 1.977], [2.319, 3.800, -3.470], [0.533, -7.873, -1.223], [2.825, -2.664, 6.368], [-1.345, 2.228, -6.125], [-0.314, -5.144, -4.192], [0.560, -1.242, -1.472], [4.316, -2.343, -0.635], [-5.322, 4.868, 2.635], [2.889, -7.364, -0.419], [1.211, 2.383, -1.641], [-2.202, 2.677, 1.413], [-1.680, -1.754, 3.928], [0.977, 0.536, 10.245], [-1.059, 4.027, -0.470], [-0.526, 5.971, 6.248], [-1.151, -0.681, -1.897], [0.972, -3.179, -6.412], [-0.145, 5.072, 4.040], [1.934, 6.617, 3.722], [3.265, -0.340, -3.377], [-3.405, -5.810, -2.678], [6.665, -0.302, 0.117], [-1.721, -1.609, 0.480], [2.530, 2.815, 2.517], [5.734, 0.079, 6.497], [-0.382, -8.768, -0.020], [-0.595, 0.891, 5.155], [2.117, 4.898, 3.189], [-0.871, -3.592, -3.568], [-2.944, 4.999, -3.151], [-3.874, -3.917, 2.276], [2.474, -0.174, -0.256], [5.725, 1.039, 0.254], [1.148, -2.659, 6.177], [-1.573, 5.497, 0.293], [3.369, 5.972, -2.877], [-0.755, 2.855, -4.505], [3.411, 7.809, -0.955], [2.824, -7.045, 1.467], [-1.795, 1.128, -3.233], [5.702, -2.665, -1.543], [0.137, -6.092, 1.411], [5.154, 1.826, -5.910], [-5.711, 0.207, -3.553], [-6.782, -1.746, -6.569], [-5.477, -2.946, -1.297], [2.346, -3.594, 0.101], [-5.247, 4.576, -2.358], [1.839, 1.339, -5.718], [-0.827, 3.038, 8.557], [-0.634, 0.021, 6.700], [2.826, 5.335, 4.758], [-3.678, -1.386, -6.853], [1.186, -5.306, 5.750], [5.792, 0.130, -1.985], [-7.858, -0.398, -4.678], [-2.430, 3.003, -4.867], [0.087, 0.104, -4.624], [3.891, 1.096, -1.607], [3.098, -4.483, 1.376], [0.453, -4.336, -2.732], [2.067, -5.895, 4.405], [4.120, -3.008, -4.253], [-4.060, 5.841, 3.524], [-1.370, -1.035, -4.490], [4.864, -2.823, -6.260], [2.981, -1.469, -8.167], [5.306, 0.625, -4.668], [-1.130, 1.932, -0.624], [2.954, -5.257, 5.950], [-4.172, -4.959, 4.546], [-2.427, 0.680, -0.270], [1.092, -9.489, -0.702], [1.271, 5.715, 6.725], [2.209, 2.831, 0.753], [2.224, 1.701, 10.540], [2.737, 7.287, 0.560], [1.749, 3.476, 7.544], [-6.367, -4.057, -4.724], [2.146, -1.672, 5.184], [2.603, 1.919, -7.088], [0.608, 7.010, 5.466], [-4.559, 2.651, -0.608], [-1.183, -6.266, -2.068], [4.768, 0.485, -7.917], [3.547, -4.620, -0.369], [-3.491, -0.279, -2.510], [-3.095, -2.336, 2.202], [-0.783, 1.233, 8.699], [-2.358, 3.523, -2.406], [2.371, -2.870, -3.807], [1.244, -5.713, -0.782], [-3.368, -1.696, -1.505], [0.277, 3.353, 5.596], [6.209, 2.539, 6.128], [-1.150, 5.545, -1.565], [4.905, 3.798, 6.179], [-4.686, -4.449, -4.913], [-5.894, -0.461, -6.001], [1.334, 1.137, 3.773], [5.079, -0.612, 0.818], [-3.321, -3.142, -6.586], [-6.648, -3.270, -2.666], [2.858, 3.330, 8.708], [2.981, -4.144, -4.900], [0.924, 0.854, 6.201], [-3.508, -0.186, -4.629], [4.194, -0.512, 5.873], [1.215, 3.984, -0.740], [1.130, -2.648, 3.471], [-2.492, 3.411, 4.734], [0.492, 2.117, 10.802], [-3.427, 3.137, 6.102], [1.633, 5.994, -2.518], [-2.620, -4.669, -0.593], [4.140, -2.158, -2.285], [-4.590, -2.647, -7.587], [-0.914, -0.957, 1.893], [-3.015, 4.765, 5.652], [-2.097, -3.873, 2.581], [-5.496, 5.371, 5.347], [-7.605, -2.168, -4.184], [-4.989, 2.905, 4.254], [1.600, 7.491, -0.700], [3.132, 1.505, 1.363], [-1.215, -3.271, 4.701], [-5.082, -3.890, -2.749], [0.342, 3.757, -2.195], [3.988, 1.770, -4.552], [-1.722, 1.157, 2.165], [-1.882, -3.313, -1.444]],
  "lowdin_charge": [-0.078, -0.067, -0.040, -0.233, -0.114, -0.027, -0.214, -0.201, -0.116, -0.034, -0.206, -0.078, -0.104, -0.063, -0.098, 0.071, 0.037, -0.110, 0.069, -0.089, 0.049, -0.080, -0.471, -0.004, -0.145, -0.513, -0.193, -0.473, -0.460, -0.142, -0.070, -0.032, -0.031, -0.036, -0.042, -0.112, -0.453, -0.433, -0.039, -0.051, -0.045, -0.031, -0.084, -0.530, -0.005, -0.064, -0.468, -0.053, -0.055, -0.499, -0.114, -0.219, -0.410, -0.167, -0.054, -0.471, -0.444, -0.408, -0.016, -0.024, -0.027, -0.075, -0.055, -0.486, -0.031, -0.108, -0.492, -0.478, -0.068, 0.006, -0.072, -0.173, -0.087, -0.009, -0.111, -0.017, -0.053, -0.022, -0.204, -0.076, -0.133, -0.199, -0.518, -0.445, -0.015, -0.126, -0.039, -0.162, -0.051, 0.122, 0.054, 0.114, 0.099, 0.104, 0.032, 0.074, 0.084, 0.082, 0.060, 0.068, 0.058, 0.130, 0.117, 0.043, 0.126, 0.063, 0.114, 0.123, 0.142, 0.044, 0.043, 0.048, 0.061, 0.090, 0.106, 0.048, 0.058, 0.076, 0.051, 0.090, 0.081, 0.096, 0.064, 0.161, 0.065, 0.065, 0.083, 0.103, 0.108, 0.065, 0.076, 0.138, 0.087, 0.104, 0.076, 0.077, 0.020, 0.068, 0.070, 0.107, 0.154, 0.097, 0.069, 0.129, 0.064, 0.078, 0.092, 0.062, 0.089, 0.079, 0.056, 0.039, 0.135, 0.072, 0.071, 0.089, 0.079, 0.098, 0.120, 0.054, 0.083, 0.141, 0.103, 0.082, 0.054, 0.089, 0.106, 0.114, 0.109, 0.053, 0.158, 0.080, 0.146, 0.091, 0.083, 0.091, 0.087, 0.140, 0.125, 0.053, 0.082, 0.041, 0.092, 0.097, 0.085, 0.055, 0.097, 0.030, 0.130, 0.123, 0.080, 0.117, 0.089, 0.099, 0.122, 0.076, 0.103, 0.043, 0.056, 0.069, 0.051, 0.070, 0.049, 0.080, 0.090, 0.075, 0.138, 0.118, 0.062, 0.034, 0.089, 0.122, 0.090, 0.077, 0.105, 0.078, 0.059, 0.119, 0.114, 0.060, 0.072, 0.121, 0.059, 0.079, 0.092, 0.064, 0.059, 0.094, 0.078, 0.061, 0.063, 0.072, 0.057, 0.086, 0.104, 0.056, 0.151, 0.061, 0.049, 0.071, 0.036, 0.084, 0.098, 0.079, 0.091, 0.140, 0.106, 0.074, 0.082, 0.021, 0.030, 0.042, 0.105, 0.054],
  "homo_lumo_gap_ev": 8.522,
  "e_homo_ev": -8.03
}

---

2.
{
  "formula": "C39H36ClDyN3Si2",
  "method": "ωB97M-V/def2-TZVPD",
  "symbols": ["Dy", "Cl", "Si", "Si", "N", "N", "N", "C", "C", "C", "C", "C", "C", "C", "C", "C", "C", "C", "C", "C", "C", "C", "C", "C", "C", "C", "C", "C", "C", "C", "C", "C", "C", "C", "C", "C", "C", "C", "C", "C", "C", "C", "C", "C", "C", "C", "H", "H", "H", "H", "H", "H", "H", "H", "H", "H", "H", "H", "H", "H", "H", "H", "H", "H", "H", "H", "H", "H", "H", "H", "H", "H", "H", "H", "H", "H", "H", "H", "H", "H", "H", "H"],
  "xyz": [[-0.305, -0.231, -0.077], [1.015, 3.432, -6.065], [2.644, 3.990, -7.195], [1.349, 1.391, -2.531], [-1.896, 1.287, -0.967], [-2.388, -0.869, 0.923], [-2.716, -0.849, -1.377], [3.351, 5.956, -5.314], [5.244, 5.089, -6.556], [3.655, 2.367, -9.381], [1.314, 0.775, 1.503], [2.616, 2.382, -1.650], [3.179, -2.231, -3.634], [4.262, 1.726, -7.118], [-3.971, 2.524, -2.320], [-4.846, -2.099, 1.390], [0.272, 0.169, 2.264], [3.995, 2.078, -1.752], [0.355, -1.253, 2.070], [2.623, -1.233, -2.819], [4.941, 0.350, -8.990], [-4.112, -1.536, 2.441], [4.956, 2.901, -1.151], [3.160, -2.078, -5.033], [2.096, -0.051, -3.400], [2.222, 3.488, -0.853], [-3.178, -1.277, -0.087], [4.543, 4.025, -0.416], [-2.877, -0.953, 2.186], [1.463, -1.514, 1.210], [5.594, 6.679, -4.758], [6.106, 5.868, -5.775], [3.859, 5.076, -6.285], [-1.972, 2.637, -0.973], [-3.873, 1.128, -2.327], [-4.370, -1.974, 0.085], [3.586, 2.589, -7.988], [2.023, 0.045, -4.806], [3.176, 4.314, -0.250], [-3.014, 3.277, -1.629], [4.319, 1.238, -9.874], [4.214, 6.731, -4.539], [2.554, -0.954, -5.622], [4.916, 0.598, -7.617], [2.055, -0.262, 0.853], [-2.841, 0.569, -1.595], [-1.169, 3.136, -0.406], [7.181, 5.831, -5.957], [-5.786, -2.614, 1.582], [5.444, -0.541, -9.367], [2.867, 5.198, 0.325], [5.293, 4.690, 0.026], [6.025, 2.683, -1.279], [1.161, 3.712, -0.766], [3.650, -3.124, -3.190], [1.542, 1.843, 1.466], [2.611, -1.364, -1.739], [3.180, 3.081, -10.058], [-0.256, -2.019, 2.538], [4.261, 1.925, -6.044], [-4.466, -1.552, 3.473], [-4.790, 3.014, -2.847], [-0.396, 0.703, 2.940], [4.307, 1.216, -2.342], [2.936, -0.121, 0.238], [1.818, -2.504, 0.924], [-4.563, 0.438, -2.829], [3.619, -2.834, -5.676], [5.651, 4.475, -7.364], [-3.319, -1.307, -2.069], [6.266, 7.275, -4.140], [2.021, 4.783, -8.272], [0.414, 2.209, -3.354], [-4.862, -2.336, -0.818], [2.530, -0.846, -6.717], [-2.239, -0.502, 2.954], [2.271, 6.018, -5.160], [5.388, -0.086, -6.915], [-3.070, 4.371, -1.595], [1.563, 0.928, -5.242], [4.348, 1.044, -10.947], [3.803, 7.375, -3.761]],
  "lowdin_charge": [1.529, 0.330, 0.306, 0.668, -0.066, -0.020, 0.050, -0.120, -0.087, -0.089, -0.224, -0.371, -0.084, -0.125, -0.017, -0.016, -0.249, -0.097, -0.248, -0.116, -0.080, -0.028, -0.077, -0.082, -0.377, -0.140, -0.316, -0.086, -0.079, -0.207, -0.084, -0.081, -0.313, -0.099, 0.019, 0.018, -0.328, -0.132, -0.088, -0.030, -0.080, -0.087, -0.084, -0.095, -0.217, -0.330, 0.119, 0.105, 0.126, 0.105, 0.106, 0.104, 0.109, 0.075, 0.108, 0.112, 0.070, 0.101, 0.107, 0.107, 0.122, 0.124, 0.107, 0.097, 0.102, 0.115, 0.130, 0.104, 0.105, 0.136, 0.104, -0.015, -0.056, 0.128, 0.109, 0.114, 0.085, 0.105, 0.124, 0.028, 0.106, 0.103],
  "charge": 1,
  "multiplicity": 6,
  "homo_lumo_gap_ev": [5.271, 5.254],
  "e_above_lowest_kcal_mol": 0.0,
  "e_homo_ev": [-8.56, -8.50]
}

---

| no. | energy (eV) |
| --- | --- |
| 1 | -113289.6741 |
| 2 | -97854.3634 |